A structure of composition C54H56BaGeN3O3P2S5 in a non-equilibrium geometry. Source: the Open Molecules 2025 dataset; level of theory: the ωB97M-V functional and the def2-TZVPD basis.

```
125
Properties=species:S:1:pos:R:3:mulliken_charge:R:1
Ba -0.504 -0.135 0.287 0.0628
Ge -1.285 2.296 1.836 0.3673
S -2.587 -2.000 -0.291 0.2174
S -4.588 -3.366 1.331 -0.1510
S 6.093 -1.247 -4.361 -0.0744
S -3.049 -3.275 3.809 -0.2090
S -0.754 -1.881 2.627 0.0812
P 1.992 -2.565 -0.260 0.9794
P 1.182 -1.098 -2.579 0.7370
O 1.815 0.205 2.097 -0.2690
O -5.392 -4.437 3.584 -0.5801
O 0.007 3.289 -1.423 -0.2047
N -2.792 1.247 -1.530 0.6275
N -2.379 1.873 -2.638 0.3152
N 2.326 -2.219 -1.948 0.7949
C 3.745 -2.023 -2.268 -0.8077
C -4.557 1.965 -2.705 -1.2731
C -1.647 -5.370 -0.207 -0.6431
C 2.823 0.905 -1.409 -0.1980
C 3.159 -3.987 -0.103 0.5809
C -4.529 -3.826 3.026 0.6583
C 1.663 1.507 -3.425 -1.2989
C 4.276 -3.078 -3.241 0.1467
C -1.303 -4.785 -1.415 -0.5759
C 4.182 -3.967 0.835 -0.5207
C -4.115 1.288 -1.551 0.5195
C 2.167 3.688 3.910 -0.5468
C 0.532 -3.657 -0.358 1.4913
C 3.108 3.093 -2.359 -1.0511
C -2.280 -2.536 2.396 0.2889
C -3.192 3.100 -4.629 -1.4580
C -2.887 5.364 -0.661 -0.5624
C -4.100 2.700 2.729 0.1966
C -5.265 2.368 3.397 -0.6569
C 1.537 -1.445 -4.358 0.6195
C -1.693 4.090 1.023 -1.0847
C -1.238 6.441 0.695 -0.8322
C -1.005 5.249 1.361 0.1673
C 6.738 -0.285 -2.959 -0.6983
C -3.410 2.338 -3.373 0.5201
C 3.010 -5.097 -0.930 -1.1276
C -3.008 0.819 3.696 -0.1375
C -2.954 1.928 2.860 -0.4424
C -0.038 2.901 3.291 -0.1485
C -0.225 -3.920 -1.487 -0.2147
C 2.873 -1.276 -6.357 -0.6627
C 2.170 -2.323 -6.930 -0.6806
C -4.933 0.714 -0.450 -1.1194
C 3.375 2.173 -1.356 -0.5482
C 3.890 -6.158 -0.838 -0.4097
C -2.646 4.177 0.009 0.3229
C 0.467 3.470 5.582 -0.6692
C 2.242 2.761 -3.388 -1.0228
C 1.765 3.803 5.231 -0.6234
C 0.797 -2.453 -4.968 -0.5722
C 5.062 -5.033 0.926 -0.5634
C -0.878 -5.130 0.920 -0.7486
C 4.922 -6.124 0.086 -0.6335
C 1.272 3.235 2.956 -0.9062
C -5.305 1.253 4.216 -0.6059
C -3.007 -2.577 1.223 0.2909
C 5.747 -2.856 -3.563 -1.2292
C 0.214 -4.287 0.844 -1.2266
C -2.170 6.501 -0.328 -0.7962
C 1.120 -2.900 -6.237 -0.6867
C 1.987 0.551 -2.464 1.3593
C -4.165 0.480 4.372 -0.9302
C -0.423 3.028 4.619 -0.0447
C 2.564 -0.842 -5.080 -0.6020
H 4.025 2.440 -0.535 0.5551
H 3.177 3.955 3.627 0.4336
H 4.162 -4.069 -2.799 -0.0093
H -3.209 3.292 -0.249 0.3863
H -4.360 0.737 0.476 0.0029
H 0.034 -3.444 -2.423 -0.0542
H 3.678 -0.802 -6.897 0.4280
H -1.439 2.781 4.897 0.3477
H 2.196 -5.128 -1.641 0.3899
H 3.691 -3.048 -4.159 -0.0749
H -0.280 5.218 2.163 0.3025
H -4.185 -0.387 5.018 0.4645
H -5.571 2.152 -2.999 0.4908
H 0.767 3.808 -1.148 0.3268
H 6.358 -2.901 -2.663 0.4846
H 3.057 0.185 -0.632 0.1446
H 0.829 -4.109 1.719 0.5322
H -2.502 3.924 -4.448 0.3191
H 7.117 0.645 -3.371 0.3763
H 2.459 4.153 5.981 0.3586
H -1.137 -5.601 1.857 0.4924
H -2.343 7.429 -0.854 0.3779
H -4.134 3.499 -4.994 0.3457
H 2.019 3.481 -4.161 0.4659
H 0.553 -3.703 -6.684 0.4552
H 1.744 0.997 2.645 0.2306
H 2.436 -2.682 -7.913 0.3991
H -0.687 7.328 0.974 0.4252
H 3.769 -7.016 -1.483 0.4483
H -6.216 0.991 4.735 0.3779
H 1.552 -0.523 2.672 0.2076
H -5.854 1.279 -0.322 0.4056
H -6.148 2.980 3.274 0.4206
H -0.748 3.641 -0.925 -0.0165
H -2.117 0.213 3.826 0.5994
H 7.546 -0.836 -2.488 0.3203
H -1.392 2.041 -2.774 -0.0890
H 5.611 -6.953 0.156 0.4038
H -2.761 2.458 -5.398 0.3170
H -3.632 5.399 -1.443 0.4609
H 4.280 -3.115 1.497 0.4797
H 1.579 3.156 1.914 0.7023
H 3.893 -1.039 -2.722 -0.2472
H 5.947 -0.076 -2.245 0.0726
H 6.088 -3.613 -4.269 0.4855
H 0.971 1.249 -4.216 0.7761
H -4.077 3.575 2.095 0.2593
H 3.139 -0.032 -4.656 0.3031
H -5.191 -0.322 -0.670 0.3230
H 4.335 -2.072 -1.344 0.8142
H -1.888 -4.988 -2.300 0.4297
H 0.148 3.561 6.610 0.4114
H -2.515 -6.009 -0.139 0.4009
H -0.041 -2.889 -4.444 0.3902
H 5.855 -5.012 1.658 0.4506
H 3.564 4.071 -2.331 0.3986
```

## Properties
2S+1: 2
Total energy in hartree: -7257.46147
Kohn-Sham gap (spin up / spin down) in eV: 6.68 / 4.82
Expectation value of S²: 0.76
HOMO (spin up / spin down) in Eh: -0.242 / -0.242
Relative energy (zero: lowest compared OMol25 entry of this formula, charge and spin) in kJ/mol: 114.1
E_LUMO (spin up / spin down) in eV: 0.09 / -1.76
Molar mass in g mol⁻¹: 1227.3